No. 1
C23H24BrCl2NO2Rh as an isolated structure. Source: OMol25; level of theory: the ωB97M-V functional and the def2-TZVPD basis.

The geometry in ORCA input format:
```
! wB97M-V def2-TZVPD RIJCOSX def2/J DEFGRID3
* xyz 1 1
C 2.10657 0.84138 -0.65235
C -5.48595 0.87230 -0.34109
H -3.94888 -1.07252 -0.59085
H 2.24261 0.26442 -1.56562
H -5.20677 3.26216 -1.55540
C -0.56923 -0.60637 -0.82432
C -0.49032 0.79186 -0.67609
C -4.21530 1.71947 -0.40282
C -3.01721 -0.52854 -0.63288
H 1.69433 3.16272 -1.90110
Cl 6.04249 -2.33940 3.30054
H 6.20656 -2.21458 0.57232
H 0.78574 1.87617 1.50944
C 4.45758 -2.65472 2.70313
H -3.44918 3.32694 -1.67303
C -2.96420 0.85537 -0.53604
O 0.64316 -3.44571 1.24740
C -4.12270 2.55523 0.88119
C 5.18351 -2.42920 0.29368
H -3.27176 3.23703 0.86335
C 2.91920 -2.93956 0.88193
N 2.57615 -2.97162 -0.44158
H -0.05985 3.17460 0.66452
C -4.30456 2.65202 -1.61976
O 0.54763 -1.33941 -1.04978
H -6.35155 1.52713 -0.24026
C 0.79673 2.54202 -1.89718
H -5.48278 0.19784 0.51765
H 1.69677 3.11410 0.63603
H -1.66819 2.53588 -0.47545
C 3.48215 -2.73100 -1.36699
H -5.02498 3.15772 0.99576
C 0.79481 1.63680 -0.65663
H 0.78867 1.94827 -2.81301
C 4.23037 -2.67059 1.30154
H -5.62702 0.28348 -1.24980
H 2.92964 1.55472 -0.57988
H 3.61299 -2.86913 4.64088
Br -1.83456 -3.11558 -0.89883
C 0.79471 2.50088 0.61437
C -1.70418 1.45826 -0.56107
H -0.06873 3.20491 -1.91736
H -4.34489 2.08081 -2.54874
Cl 0.86593 -3.42556 4.25229
C 1.85547 -3.18267 1.77341
C 3.43129 -2.88430 3.57540
H 3.15180 -2.74677 -2.39758
H 2.17211 0.16502 0.20190
Rh 0.59317 -3.16125 -0.62432
C 2.12074 -3.14501 3.11923
H -4.02713 1.91515 1.75997
C 4.81280 -2.46353 -1.02697
C -1.82444 -1.20156 -0.77587
H 5.52868 -2.27603 -1.81326
*
```

Relative energy (zero: lowest compared OMol25 entry of this formula, charge and spin) (kcal per mole): 0.00
Orbital gap (alpha / beta) (eV): 6.260 / 6.261
Energy (Ha): -4700.7761

---

No. 2
C23H24Cl2CrN9O3 as an isolated structure. Source: OMol25; level of theory: the ωB97M-V functional and the def2-TZVPD basis.

The geometry in ORCA input format:
```
! wB97M-V def2-TZVPD RIJCOSX def2/J DEFGRID3
* xyz 0 2
H 0.49340 1.99490 1.13180
C -0.10770 2.96490 -3.69580
N -0.38070 1.67230 0.73080
C -1.34760 2.98120 -4.30510
C -2.43370 3.25140 3.26010
C -0.70200 -2.28760 -2.28170
H -0.22450 4.54460 3.26100
C 4.95310 -0.13510 -0.66490
N -0.84890 1.33220 -2.08910
C -1.32710 -2.66780 4.49770
H -3.42110 3.33980 2.80830
N 1.10610 -0.64400 0.89140
N 1.47330 0.96200 -1.15830
C 3.88560 0.56120 -1.19990
H 0.45710 2.90310 3.26170
O 2.38480 2.75540 -2.32310
H -1.31730 -3.11360 5.48350
C -0.08980 3.64330 2.66610
H 0.50700 3.91230 1.79450
H -4.67020 -0.56630 -0.12920
H -3.35560 -3.23830 4.03350
C 0.11100 2.13010 -2.60750
C -3.00110 0.54180 0.29030
C -2.45940 -2.74200 3.69620
H 3.36710 -1.86300 1.77250
H -3.30710 2.07870 -4.25330
N -4.36470 0.36190 0.12140
Cl 6.52240 0.08310 -1.34460
H -2.42010 2.38020 3.92440
O 1.79100 -0.38330 3.06980
C -0.27150 -1.44030 2.72640
C 1.46680 1.99480 -2.01780
C -2.33160 2.13510 -3.79480
C -0.22020 -2.00370 4.00730
C -2.41170 -2.15190 2.44360
H 0.72610 3.54840 -4.05460
N -1.39710 3.16460 2.24790
Cr -0.17240 0.16340 -0.56830
H -3.44840 2.36980 1.05020
H -2.26450 4.14980 3.85180
H -1.04270 -3.03630 -1.54430
H -0.09980 -2.82290 -3.03410
Cl 6.08240 -1.89970 1.04880
H -3.27680 -2.18750 1.78850
H -4.99310 0.84650 0.74260
H -1.54580 3.62200 -5.14960
H 0.68910 -1.90270 4.57810
N -2.68470 1.72040 0.93250
O 0.05470 -1.32450 -1.68680
C 3.49410 -1.18080 0.94560
H -1.59660 -1.87100 -2.79030
C 0.97030 -0.76060 2.22710
C 2.61250 0.38510 -0.66850
C 2.40340 -0.48750 0.42540
N -2.12010 -0.27160 -0.15980
H -2.78840 0.67370 -2.31140
C 4.75540 -1.00780 0.40040
H -2.50180 -1.15340 -0.48960
N -1.35470 -1.51820 1.96490
H 4.03090 1.23810 -2.02660
C -1.42230 2.15790 1.30870
C -2.03470 1.33960 -2.70890
*
```

Relative energy (zero: lowest compared OMol25 entry of this formula, charge and spin) (kcal per mole): 11.74
Orbital gap (alpha / beta) (eV): 6.084 / 6.101
Energy (Ha): -3574.3056
Expectation value of S²: 0.758

---

No. 3
C23H24Cl47IN4PS as an isolated structure. Source: OMol25; level of theory: the ωB97M-V functional and the def2-TZVPD basis.

The geometry in ORCA input format:
```
! wB97M-V def2-TZVPD RIJCOSX def2/J DEFGRID3
* xyz 1 1
Cl 11.35234 0.66384 3.83352
H 0.92720 -1.24721 -0.41444
Cl -0.94507 -4.04823 -6.77316
Cl 3.79671 -0.85333 0.74589
C -11.18020 -0.52781 -0.79170
Cl 13.59270 0.68694 1.97235
C -4.80141 -2.24475 -3.56537
Cl 0.36453 3.02328 2.67786
Cl -2.44026 6.29366 10.28330
Cl -4.38619 2.26315 0.41951
Cl 3.70710 -5.61371 -5.66345
N -4.66483 -0.35747 -0.77924
H 2.96404 -0.36551 -8.41501
Cl -2.42444 -1.59268 8.99512
Cl 8.05544 -5.61689 2.96768
Cl 4.57521 -5.76681 -8.43961
C -1.37707 -1.83383 -1.72211
C -3.62731 0.74310 3.08735
Cl 2.58619 1.29770 3.43330
Cl 12.01641 2.69681 -0.82084
H -12.17773 2.19987 -3.36172
Cl 5.25759 -0.61969 -7.93636
H 6.44613 0.55346 0.83677
C -3.97103 5.48956 10.67055
C 11.17111 3.88420 -1.82849
Cl -1.96251 -3.17615 -9.35927
H -5.34565 -1.23875 -3.90651
N -2.38186 -2.31955 -2.74385
N -3.71215 -1.85959 -2.60675
H -2.45566 5.30366 -0.92183
Cl -4.38747 5.87060 0.30342
Cl -12.10124 4.24502 -4.53049
C 8.46112 -5.31597 1.26938
Cl -12.58801 0.51918 -1.03991
Cl 1.76973 -6.16702 -7.76681
Cl 3.01724 -0.64279 -6.07519
C 3.62325 -0.01440 -7.61714
N -2.21469 -0.95112 -0.82339
I -1.53375 -3.59520 -4.12181
Cl -1.83397 1.33639 5.80281
C -7.36881 -0.41380 -1.85974
Cl 7.19574 -0.98409 -0.78452
C -4.31632 0.41453 0.51235
Cl -1.69833 5.37861 1.30872
C -3.62660 -1.01101 -1.37318
C -1.81901 3.04505 6.27186
Cl -3.89382 -2.09861 1.98081
Cl 9.78421 -4.14400 1.14409
P 0.48291 -2.17463 -1.46388
H -11.32970 -1.44716 -1.36343
C -6.10767 -0.29919 -1.19941
H -0.89596 3.49633 5.89936
Cl 10.41108 3.09145 -3.21891
Cl -11.01684 -0.95518 0.92003
Cl 3.87546 -3.43311 -0.60417
H 3.07779 -4.23008 -7.46456
H 0.71206 -3.50959 -0.89719
Cl 9.96222 4.76116 -0.87492
Cl 0.38103 -1.19247 8.32231
Cl -0.48707 -1.03937 11.09848
H -4.45822 -2.77236 -4.55120
Cl 11.94017 3.06407 2.29162
Cl 3.60507 1.75745 -7.61709
H -4.63615 1.30670 3.38398
Cl -3.19092 3.90107 5.54738
C 7.37151 -0.00744 0.68349
H -3.32736 0.13332 4.06719
S 1.61396 -1.82616 -3.00686
Cl -3.71911 4.22385 11.88473
H -5.62661 -2.84920 -2.96013
Cl 2.05162 -3.01227 1.62746
Cl 8.70231 1.14890 0.50573
Cl 0.54539 0.32466 1.59700
Cl -2.19176 7.60733 -0.50043
C 0.86872 1.35565 3.00123
Cl -4.70470 4.81093 9.20748
Cl 7.03799 -4.74481 0.38157
Cl -1.84680 3.20610 8.03613
Cl 0.78371 -2.57535 -8.59675
C -3.97397 -0.22748 1.81017
C -0.93579 -0.72740 9.41293
H 8.79116 -6.25701 0.82220
Cl -9.70657 0.26156 -1.37916
H -0.20934 -4.68835 -8.91864
H 11.90432 4.60404 -2.20086
C -0.53938 -3.74732 -8.47146
Cl 7.63464 -1.04668 2.09419
H -8.46453 -0.69730 -2.23503
H -2.83473 1.58579 2.86419
H -4.65547 6.23364 11.08568
H 4.40740 -2.94681 1.63972
C 3.63553 -2.60668 0.94476
H 0.28803 0.97813 3.84663
H -1.11639 0.34426 9.29736
H 11.29914 0.94112 1.49370
Cl -9.87957 2.51943 -3.77506
C 11.95835 1.29223 2.29157
C -11.59704 2.57739 -4.20712
C 3.25838 -5.30174 -7.34899
C -2.65654 5.95355 -0.06643
Cl -11.92038 1.54640 -5.61136
*
```

Orbital gap (eV): 7.218
Energy (Ha): -23775.2687

---

No. 4
A 2-piece molecular cluster, C23H24N2O3S2 overall. Source: OMol25; level of theory: the ωB97M-V functional and the def2-TZVPD basis.

The geometry in ORCA input format:
```
! wB97M-V def2-TZVPD RIJCOSX def2/J DEFGRID3
* xyz 0 1
S 0.23749 0.66962 2.59626
C 1.52352 -4.09123 3.25859
H -4.12203 -1.56539 -1.70762
C 1.34636 -1.12080 -3.44778
H 1.82580 1.55930 0.12803
C -0.03181 1.17603 -0.92566
H 0.03617 7.08620 2.35428
C -3.13035 -2.00156 -1.85022
C -0.26576 -0.90944 2.83567
C 0.30751 -3.18587 3.27817
H 3.84705 5.04573 2.50970
N 0.34839 -0.79904 -2.52019
H 1.30745 -2.01416 -4.03987
C -0.75187 -1.64945 -2.25435
H -0.93834 2.65910 1.07534
O 0.71547 -1.87001 2.86335
H 2.77038 2.96614 1.63376
H 3.25974 1.98924 -1.50667
H 2.47696 7.09748 2.90723
C 2.23683 -0.11918 -3.44642
H -1.03621 4.99010 1.51022
C 0.78123 1.86311 0.06454
C -1.62839 -3.90932 -2.11095
N 1.80688 0.81277 -2.51785
H 1.20537 -5.13165 3.40757
H 2.06475 -4.03832 2.30385
C 0.14764 2.69365 0.94736
C -2.91948 -3.40478 -1.84798
H 3.00365 2.35844 -3.22238
H -5.11688 -3.22085 -0.27150
O -1.27635 1.29569 -0.92960
S -1.83864 -1.39744 3.15651
C -0.57130 -3.03833 -2.32986
C 2.18325 3.88125 1.77116
C 2.49474 2.07615 -2.29251
H 0.40879 -3.45500 -2.54469
H -1.49944 -4.99083 -2.13865
C -5.18997 -3.82374 -1.19591
H -2.20203 -0.08979 -2.02335
H 2.22172 -3.84312 4.06412
H -5.62490 -3.21321 -2.01044
H -5.78179 -4.72108 -1.02732
H -0.10103 -3.15972 4.30351
C 2.01117 6.18869 2.51805
C 0.66981 0.39463 -1.94035
H 3.11479 0.02952 -4.04354
H -0.45670 -3.60285 2.60325
C 0.64476 6.19288 2.20247
O -3.88560 -4.32553 -1.58096
C 2.78079 5.04474 2.27258
C 0.03321 5.03469 1.73582
C 0.79979 3.86972 1.49757
C -2.03658 -1.15985 -2.04916
H 1.79402 2.87666 -2.02320
*
```

Relative energy (zero: lowest compared OMol25 entry of this formula, charge and spin) (kcal per mole): 115.00
Orbital gap (eV): 4.777
Energy (Ha): -2022.3051

---

No. 5
The molecule C23H24N2O4S2. Source: OMol25; level of theory: the ωB97M-V functional and the def2-TZVPD basis.

The geometry in ORCA input format:
```
! wB97M-V def2-TZVPD RIJCOSX def2/J DEFGRID3
* xyz 0 1
H 2.94275 -2.14950 0.14957
C -0.60473 -1.31714 -1.13548
C 0.71995 -0.00970 -2.78783
H -1.08668 4.51345 -4.09849
H -0.18065 3.68349 -5.39847
H 1.93637 3.69502 -0.00756
H -2.30482 0.23953 3.36170
H -3.14841 -4.07127 2.83938
C -2.32425 -1.77981 2.78366
H 2.59822 -0.78025 -0.93822
H 0.72908 -5.20769 3.10631
S 1.13409 3.95076 -3.42768
H -2.08490 -0.01596 1.61441
O -2.93600 -2.13909 3.76319
H -0.83093 3.26838 -1.47303
C 1.49692 2.89357 0.56631
C -0.42205 2.34048 -1.83940
C 1.12157 1.20873 -3.30140
C 0.55697 2.37124 -2.81388
C -1.44739 -2.42519 0.58000
O 1.12690 4.90065 -2.34809
N -2.04608 -2.70227 1.77429
H 1.88953 1.28224 -4.05572
H 0.13994 -2.89798 -2.47967
H 0.13774 5.39806 -5.04057
H -0.05194 -0.22100 3.83954
C -0.08878 2.11008 2.17440
H 2.74519 1.41821 -0.31957
N -1.24846 -1.26830 0.06426
C -0.14427 4.43892 -4.62465
C 0.34097 0.80460 2.00432
C 0.47733 3.15347 1.46173
C 1.94972 1.59723 0.38635
C 2.82175 -1.06791 0.09419
O 1.75798 -0.76202 0.95959
C -0.32877 -2.58287 -1.57060
H -1.50143 -5.99646 2.54401
H 1.17214 -0.91981 -3.15178
C 1.37589 0.54760 1.09284
H -1.56694 1.07680 -0.54600
C -0.24419 -0.06193 -1.77890
O 2.36664 3.74904 -4.14121
H 0.12609 4.16361 1.60508
C -0.28567 -0.32413 2.77709
H -2.86425 -4.51861 1.14390
H 0.16078 -1.25319 2.42762
C -0.82302 1.12472 -1.32374
C -2.40031 -4.08844 2.03859
H -0.88053 2.31043 2.88105
S -0.86966 -3.75844 -0.44109
C -0.03787 -4.52601 2.78357
C -1.81789 -0.37637 2.60532
H 0.24497 -3.48768 2.73182
H 3.75046 -0.58420 0.41326
C -1.24906 -4.94711 2.47569
*
```

Relative energy (zero: lowest compared OMol25 entry of this formula, charge and spin) (kcal per mole): 29.34
Orbital gap (eV): 8.260
Energy (Ha): -2097.6761

---

No. 6
The molecule C23H24N4O6S. Source: OMol25; level of theory: the ωB97M-V functional and the def2-TZVPD basis.

The geometry in ORCA input format:
```
! wB97M-V def2-TZVPD RIJCOSX def2/J DEFGRID3
* xyz 0 1
N -3.55523 -3.15441 1.34888
H 4.23187 0.75934 -1.36336
C -1.30537 -2.21354 1.78849
C 0.97401 -2.18080 -1.44632
H -3.95832 3.71780 0.15085
H 2.78467 2.64804 2.92433
C -2.30407 -0.40495 -0.80544
H 1.00028 0.95717 2.61255
C 3.54036 -0.59759 1.05785
O 5.20677 -2.22569 -0.20667
C 4.27411 1.50016 1.90830
C -2.57823 -2.23891 1.02950
H -3.70755 -3.43730 2.30853
H -1.07465 -2.75928 -1.33053
H -0.52417 -2.74900 1.24998
H 5.04932 2.23946 2.04465
H -4.96212 0.71724 -1.72964
H -1.43262 -2.67550 2.76501
C 1.44095 0.17415 -1.23428
C -4.35286 -1.88302 -0.35178
S 3.81388 -2.00721 0.00855
C 2.99936 1.72441 2.40736
H 1.35054 -3.18182 -1.58191
H -3.96163 1.87733 -2.60313
H -5.29379 2.45527 -1.58839
C -0.37437 -1.93998 -1.28174
N -4.68273 -2.82746 0.60315
H -5.41446 -3.51169 0.48959
C 3.45722 1.29540 -1.92262
C 4.54752 0.33257 1.21449
C -0.83272 -0.65080 -1.02659
H 5.52001 0.12384 0.79625
C 2.27612 -0.40046 1.57347
O 2.99440 -3.10015 0.43424
H -0.24093 1.41066 -0.89938
H 3.95515 3.22530 -1.12950
C 0.07612 0.39144 -1.05007
H 3.33113 0.80208 -2.89387
H 3.10171 3.28237 -2.67353
C 1.99975 0.77757 2.24921
C 1.89208 -1.14145 -1.39073
C -4.50970 1.70810 -1.67695
C -2.61495 0.90250 -0.13224
C 3.85871 2.75134 -2.10261
H -0.98788 -1.17885 1.91156
H 1.52562 -1.16144 1.43949
O 3.24722 -1.43461 -1.40799
C -3.59337 1.77150 -0.51169
O 2.22405 1.28701 -1.21602
C -2.99108 -1.49767 -0.03494
O -1.20114 0.93675 1.86422
N -3.71225 2.77383 0.41958
H -2.71582 3.05726 2.21668
C -2.03948 1.39459 1.10378
N -2.65575 2.62044 1.30922
O -5.11009 -1.48825 -1.22353
H -2.79407 -0.38261 -1.78829
H 4.80850 2.80948 -2.62604
*
```

Relative energy (zero: lowest compared OMol25 entry of this formula, charge and spin) (kcal per mole): 61.37
Orbital gap (eV): 8.810
Energy (Ha): -1959.4814

---

Quick rundown of largest force on an atom, same order as above: 0.547, 3.177, 11.637, 3.525, 1.378, 0.837 eV/Å